# 1
Density functional theory data (ωB97M-V with the def2-TZVPD basis set) for a structure of composition C20H27I2MnNO4STl in a non-equilibrium geometry.

Geometry as XYZ:
```
57
Properties=species:S:1:pos:R:3:forces:R:3
I -1.16487 1.01026 2.58518 2.0 1.3 -0.1
I 1.37722 1.65436 1.36513 -2.4 0.9 0.7
Tl -2.23818 -1.83955 2.49596 -0.5 -1.2 0.3
Mn 3.76764 1.85786 2.32347 0.1 4.5 -3.7
S 3.61095 4.02241 1.79186 0.2 -1.6 0.5
C 4.33949 1.98366 4.03522 0.6 -1.1 8.4
C 3.73069 0.01585 2.44953 -2.5 -7.8 1.2
C 5.18739 4.11943 0.90373 0.5 0.0 -0.2
C 4.93055 4.85792 -0.39947 -0.6 0.2 -0.3
C 5.72028 2.71253 0.63382 -0.4 0.6 -0.4
C 6.10615 4.94630 1.80087 -0.1 0.4 0.9
C 0.51281 -2.94766 1.25150 2.4 -1.6 -1.0
C 2.35807 -0.59893 -0.35055 1.3 -2.2 -1.8
O 3.33639 -1.08395 2.53579 2.5 5.2 -0.4
O 4.43966 1.85365 5.19240 -0.1 1.0 -5.7
O 1.43429 -3.51042 0.87221 -2.5 1.5 1.0
O 2.88437 -1.43266 -0.91263 -0.9 1.4 0.9
H 5.86154 4.92283 -0.97031 -0.1 0.0 0.1
H 4.55211 5.86602 -0.20306 0.2 -0.1 -0.1
H 4.18655 4.31802 -0.99313 0.1 0.1 -0.2
H 6.80178 2.78438 0.48140 0.0 -0.4 0.2
H 5.27896 2.31410 -0.28977 0.0 -0.2 0.4
H 5.56704 2.01854 1.49701 0.4 -0.3 0.2
H 7.10426 5.03988 1.35957 -0.2 -0.1 -0.2
H 6.21129 4.49354 2.79178 0.2 0.0 -0.1
H 5.69388 5.95211 1.94851 0.2 -0.1 -0.1
C -4.89119 -4.97073 -1.21148 -0.1 0.1 0.2
C -3.72212 -4.03503 -1.27609 -1.2 0.5 0.9
C -2.60397 -4.33630 -2.06583 0.5 -0.4 -0.6
C -1.49538 -3.47359 -2.12163 1.2 1.1 0.2
C -0.28204 -3.81186 -2.94392 0.0 -0.2 -0.3
C -1.52136 -2.28681 -1.40680 0.3 0.1 -0.4
C -2.69387 -1.88312 -0.70473 0.3 -0.3 -0.1
C -3.75106 -2.83380 -0.58717 -0.5 -0.4 0.6
N -2.73610 -0.67882 -0.08064 -1.1 -1.0 -0.5
C -3.79374 0.32362 -0.30745 -0.4 0.8 0.0
C -4.83098 -0.02180 -1.36820 0.1 -0.5 -0.4
C -4.53908 0.54195 1.00479 0.1 -0.2 0.4
C -3.10396 1.62113 -0.72413 0.6 0.2 -0.1
H -5.39932 -5.02912 -2.17941 0.1 0.0 0.0
H -4.60108 -5.98688 -0.93092 0.2 0.1 -0.1
H -5.61534 -4.62062 -0.47617 0.0 0.0 -0.1
H -2.56682 -5.26602 -2.63918 -0.1 0.2 0.2
H 0.58370 -4.07409 -2.31897 -0.3 0.0 -0.1
H -0.49912 -4.66577 -3.59279 0.2 0.2 0.1
H 0.01912 -2.96346 -3.57643 -0.2 -0.3 0.2
H -0.66804 -1.59638 -1.36466 -0.3 -0.4 -0.4
H -4.59009 -2.60746 0.08161 0.2 -0.1 -0.5
H -5.39789 -0.91344 -1.08604 0.0 0.2 -0.2
H -5.52972 0.81901 -1.44398 0.2 -0.2 0.0
H -4.36994 -0.17083 -2.34980 -0.1 0.0 0.1
H -4.92451 -0.40957 1.39458 -0.2 0.2 0.0
H -5.38066 1.22222 0.80327 0.3 -0.2 0.3
H -3.87997 0.98323 1.76336 -0.2 0.1 0.0
H -2.34187 1.90929 0.01019 -0.3 0.1 -0.2
H -2.60605 1.47037 -1.68961 -0.2 0.2 0.1
H -3.85789 2.41420 -0.80776 0.3 -0.2 0.0
```
Positions in Å, forces in eV/Å.

Values from the calculation:
Multiplicity = 5
HOMO energy (alpha / beta) = -20.044 / -19.923 eV
E_tot = -3449.31537 hartree
Net charge = +4

=====

# 2
Density functional theory data (ωB97M-V with the def2-TZVPD basis set) for a structure of composition C18H22N8O6SSc in a non-equilibrium geometry.

Geometry as XYZ:
```
56
Properties=species:S:1:pos:R:3:forces:R:3
Sc 13.04653 -6.65759 6.79075 -1.0 -0.6 0.0
O 14.57530 -0.76613 9.07386 0.1 -1.2 0.0
C 13.47932 -1.58985 8.98910 -1.6 2.6 -0.3
O 12.36922 -1.05254 8.97561 2.8 -2.2 0.1
C 13.77774 -3.05994 8.92839 0.1 -0.2 -0.6
C 14.37489 -3.82779 9.92046 -0.7 0.4 -0.6
N 14.34970 -5.10359 9.50939 -0.3 -0.6 -0.6
N 13.78915 -5.20468 8.24060 1.2 -0.4 2.0
C 13.50123 -3.98227 7.86784 -0.5 1.7 0.9
C 12.96205 -3.74732 6.47236 0.2 2.7 -0.9
O 13.14401 -2.60708 5.99285 -0.7 -3.2 0.9
O 12.38904 -4.80308 5.94451 1.0 -0.3 0.7
H 15.42439 -1.26051 9.00974 -0.9 0.3 0.0
H 14.77399 -3.49226 10.87334 -0.1 -0.4 -0.1
H 14.56252 -5.94901 10.06222 -0.1 0.3 -0.7
N 11.67286 -7.82305 5.33671 0.2 -0.3 0.8
C 12.16367 -8.21782 3.98651 0.2 -0.1 -0.5
C 13.69393 -8.39360 3.87030 -0.2 0.1 0.7
C 14.50269 -7.07833 3.92817 0.1 -0.5 -0.8
N 14.77116 -6.57696 5.28773 0.1 -0.3 0.9
H 11.39432 -8.62548 5.92778 0.5 0.2 -0.6
H 10.81566 -7.28013 5.31046 0.0 0.2 -0.4
H 11.86942 -7.43197 3.25730 0.0 -0.5 0.5
H 11.72229 -9.17811 3.68275 -0.2 0.4 0.1
H 13.86491 -8.83439 2.87368 0.0 0.1 0.4
H 14.06529 -9.13177 4.63412 -0.2 0.6 -0.6
H 13.96634 -6.28184 3.36470 0.5 -0.5 0.3
H 15.46776 -7.31972 3.44672 -0.4 0.5 0.0
H 15.11658 -5.62096 5.25181 0.0 0.0 -0.2
H 15.51954 -7.12942 5.73590 -0.5 0.3 -0.3
N 14.34379 -14.33802 9.63780 0.4 -0.2 -0.1
C 14.28127 -12.98836 9.43303 -0.1 0.1 -0.3
C 13.36709 -12.23630 10.19179 0.0 0.5 0.0
C 13.26047 -10.87625 9.98048 0.3 -0.1 -0.2
C 14.08651 -10.28239 9.00531 0.2 -0.8 0.0
C 14.98999 -11.00204 8.23462 0.0 -0.5 -0.1
C 15.05767 -12.37479 8.42397 0.3 -0.1 0.2
S 13.94294 -8.60595 8.82090 -0.4 0.1 -0.4
O 14.66004 -8.14565 7.58685 0.0 0.1 0.6
O 14.32649 -8.00124 10.07667 -0.2 0.6 -0.5
N 12.44486 -8.33783 8.31154 1.1 0.2 -0.6
C 11.49214 -7.76266 9.07195 -1.6 1.6 1.1
N 10.95134 -6.69385 8.42295 0.8 0.1 0.1
C 10.16781 -5.87474 9.11921 -0.6 -0.3 0.5
C 9.74981 -6.15881 10.42888 1.0 -0.9 -0.2
C 10.32029 -7.32457 10.99012 -0.3 0.5 -0.7
N 11.16767 -8.11226 10.31979 0.5 -0.1 -0.4
H 13.99319 -14.70448 10.51031 0.0 0.1 -0.1
H 15.17833 -14.78939 9.30038 -0.1 -0.2 0.0
H 12.75683 -12.73261 10.94798 0.2 0.2 -0.2
H 12.55957 -10.26100 10.55236 0.2 -0.2 -0.2
H 15.63471 -10.51107 7.49011 -0.5 -0.2 0.5
H 15.76876 -12.96872 7.82898 -0.5 0.2 0.4
H 9.87790 -4.97213 8.60142 -0.2 0.1 0.0
H 9.07246 -5.52641 10.98823 0.2 0.0 -0.1
H 10.12804 -7.65611 12.00904 -0.2 0.2 -0.2
```
Positions in Å, forces in eV/Å.

Values from the calculation:
Multiplicity = 1
HOMO energy = -10.918 eV
Energy relative to the best compared isomer or geometry (same formula, charge and spin) = 0.0 kJ/mol
E_tot = -2747.53283 hartree
Net charge = +1